Record 1
# C14H14BN2O6PtS2

C14H14BN2O6PtS2 as an isolated structure (ωB97M-V with the def2-TZVPD basis set, the Open Molecules 2025 dataset).

Results
- 2S+1: 5
- Frontier orbital gap (alpha / beta): 7.8120 / 5.1639 eV
- E_tot: -2043.13514 hartree
- Total charge: +1
- HOMO (alpha / beta): -11.15 / -11.27 eV
- Max |F|: 0.0106 Eh/bohr

Each line ends with the Mulliken spin population.
Element x y z (Å)
B (1.100, 0.897, 1.247)  0.2613
C (1.706, 0.778, 3.345)  -0.0181
O (1.338, -0.013, 2.256)  0.1353
O (0.222, 2.519, -5.049)  0.0134
C (-0.725, -2.616, -0.454)  0.0351
H (2.695, 1.141, 6.507)  0.0001
C (1.664, 2.107, 2.972)  0.0147
S (0.036, 3.626, -4.179)  0.0330
C (0.835, -2.519, -2.364)  0.0000
C (2.398, 1.399, 5.499)  0.0023
O (1.304, -1.422, -2.012)  0.0622
C (-2.455, 0.580, -1.048)  0.0056
H (-4.532, 1.036, -1.184)  0.0017
N (-1.496, -0.334, -0.867)  0.1015
H (-2.130, 1.599, -1.211)  0.0102
O (1.270, 2.202, 1.639)  0.0222
C (-4.163, -1.055, -0.797)  0.0005
H (2.104, -0.664, 4.890)  0.0003
C (2.355, 2.739, 5.124)  0.0021
C (-1.840, -1.615, -0.640)  -0.0075
C (1.420, -3.243, -3.537)  0.0049
H (1.950, 4.162, 3.534)  0.0000
H (-3.415, -3.033, -0.401)  0.0022
C (-3.168, -1.999, -0.598)  0.0020
H (-0.557, -3.952, -2.106)  0.0003
H (-1.077, -3.473, 0.117)  0.0077
C (1.984, 3.126, 3.837)  0.0062
Pt (0.621, 0.245, -0.713)  1.5431
H (-5.205, -1.343, -0.769)  0.0002
C (-3.798, 0.260, -1.027)  0.0004
H (2.616, 3.499, 5.846)  -0.0001
H (1.844, -4.195, -3.216)  0.0008
H (0.648, -3.446, -4.280)  0.0000
O (-1.270, 3.938, -3.712)  0.0207
H (0.089, -2.167, 0.119)  -0.0040
S (0.424, 2.119, -1.828)  1.7278
H (2.197, -2.629, -3.980)  0.0004
C (2.072, 0.379, 4.608)  -0.0091
O (1.128, 4.464, -3.846)  0.0178
N (-0.189, -3.097, -1.722)  0.0026

Record 2
# C14H14BrCl21O3

A 6-piece molecular cluster, C14H14BrCl21O3 overall (ωB97M-V with the def2-TZVPD basis set, the Open Molecules 2025 dataset).

Results
- SMILES string: CC[C@H](Cl)[C@H]1OC(=O)O[C@H]1CCCBr.ClC(Cl)(Cl)Cl.ClC(Cl)(Cl)Cl.ClC(Cl)(Cl)Cl.ClC(Cl)(Cl)Cl.ClC(Cl)(Cl)Cl
- Frontier orbital gap: 9.6683 eV
- E_tot: -13005.53398 hartree
- HOMO: -9.95 eV
- Max |F|: 0.0960 Eh/bohr

Each line ends with the natural charge from an NBO analysis.
Element x y z (Å)
H (-0.348, 1.796, 1.853)  0.2205
H (0.516, -0.261, -3.412)  0.2234
H (1.238, 2.562, 2.187)  0.2197
Cl (0.600, 5.074, 3.800)  0.0467
C (2.905, -2.702, 0.455)  0.9875
Cl (4.695, 1.722, -1.601)  0.0729
H (-1.985, -1.554, -2.445)  0.2062
Cl (5.026, -1.512, -4.723)  0.0411
C (0.694, 1.871, 1.543)  -0.4202
C (-0.353, 5.770, 2.479)  -0.2248
C (-8.185, -0.629, 3.272)  -0.2244
Cl (-9.207, 0.305, 2.173)  0.0562
Cl (-2.541, -2.548, 0.417)  0.0374
H (-0.573, -0.453, 1.446)  0.2173
Cl (-6.484, -0.364, 2.863)  0.0504
Cl (2.592, -2.846, -5.529)  0.0338
Cl (3.804, 3.030, 0.789)  0.0467
Cl (-8.485, -0.116, 4.938)  0.0552
C (0.076, -1.004, -2.744)  -0.4172
Cl (-5.377, -2.695, 0.868)  0.0767
Cl (-1.739, 4.723, 2.138)  0.0490
H (0.247, -2.004, -3.150)  0.2165
Br (0.769, 2.686, -0.239)  -0.0192
C (4.827, 3.194, -0.641)  -0.2195
C (0.453, -0.705, 1.740)  -0.4233
Cl (2.427, -0.118, -1.791)  -0.0379
Cl (6.507, 3.441, -0.144)  0.0567
Cl (4.937, -4.400, -4.861)  0.0417
H (0.210, -0.067, -0.822)  0.2306
Cl (-4.357, -1.115, -1.312)  0.0723
H (2.166, 0.359, 0.842)  0.2391
Cl (3.478, -2.994, -2.787)  0.0962
Cl (-8.564, -2.351, 3.108)  0.0491
Cl (4.286, 4.580, -1.602)  0.0510
C (-1.447, -0.640, -2.686)  -0.6178
C (-4.062, -1.646, 0.344)  -0.2178
H (0.133, -2.837, -0.794)  0.2104
O (4.039, -2.700, 0.549)  -0.5249
H (-1.648, 0.140, -1.946)  0.2071
C (0.886, -2.085, -0.551)  0.0682
Cl (-0.929, 7.373, 2.952)  0.0598
C (4.009, -2.941, -4.469)  -0.2265
H (0.401, -0.968, 2.803)  0.2296
H (0.069, -2.692, 1.289)  0.1798
O (2.178, -2.750, -0.697)  -0.5315
H (-1.700, -0.247, -3.673)  0.2215
O (2.028, -2.632, 1.512)  -0.5042
C (0.866, -1.985, 1.008)  0.0707
C (1.422, 0.508, 1.629)  -0.4608
H (1.985, 0.534, 2.569)  0.2227
Cl (0.653, 5.902, 1.035)  0.0720
C (0.805, -0.791, -1.383)  -0.2168
Cl (-3.941, -0.216, 1.401)  0.0510

Record 3
# C14H14BrCsF6N2O10P2S2

C14H14BrCsF6N2O10P2S2 as an isolated structure (ωB97M-V with the def2-TZVPD basis set, the Open Molecules 2025 dataset).

Results
- ΔE to the lowest compared entry with this formula, charge and spin: 0.0 kJ/mol
- Frontier orbital gap: 5.3711 eV
- E_tot: -6076.57905 hartree
- Total charge: -2
- HOMO: -1.49 eV
- Max |F|: 0.0107 Eh/bohr

Each line ends with the natural charge from an NBO analysis.
Element x y z (Å)
O (4.926, 1.219, -0.177)  -0.9455
H (0.278, -5.272, -1.927)  0.1829
C (-2.194, 4.139, -1.823)  -0.6266
C (-1.300, -3.116, 2.622)  -0.0053
F (5.674, 0.149, -3.231)  -0.3220
N (-3.739, 5.049, -0.119)  -0.7482
C (-0.056, -4.822, -0.995)  -0.2150
S (3.112, -0.113, -2.552)  2.2695
H (-3.519, 5.476, 0.806)  0.4714
C (4.513, 0.793, -3.387)  0.7058
H (-1.377, 3.443, -2.006)  0.2466
O (-3.221, 2.122, 1.518)  -1.0143
O (-2.010, 5.535, 1.755)  -1.1713
O (-4.886, 2.778, -0.215)  -1.1766
S (4.098, 0.064, 0.040)  2.2601
C (5.215, -1.194, 0.789)  0.7162
F (4.599, -2.350, 0.997)  -0.3029
O (3.015, 0.174, 0.975)  -0.9403
H (-2.024, -6.819, 1.897)  0.1850
C (0.196, -3.455, -0.745)  -0.3183
N (3.744, -0.738, -1.269)  -1.2315
H (-4.591, 4.415, -0.129)  0.4731
Cs (0.124, 0.716, -0.005)  0.9363
C (-1.955, -3.864, 3.560)  -0.3027
C (-0.722, -5.587, -0.077)  -0.2846
H (-0.930, -6.637, -0.257)  0.1767
F (4.655, 2.036, -2.927)  -0.3132
P (-1.284, 4.586, 0.851)  2.3709
H (-2.259, -3.415, 4.496)  0.2085
H (-3.770, 5.771, -0.832)  0.3917
Br (-0.954, -1.297, 3.094)  0.0078
H (-2.294, 2.158, 1.799)  0.5198
H (-1.855, 5.143, -2.091)  0.1999
F (4.267, 0.876, -4.705)  -0.3300
H (0.537, 4.944, -0.227)  0.5009
H (0.734, -2.916, -1.525)  0.1820
C (-0.861, -3.613, 1.360)  -0.1773
O (-0.542, 3.391, 1.349)  -1.1938
F (5.645, -0.725, 1.971)  -0.3260
O (2.143, 0.928, -2.324)  -0.9726
H (-2.749, -5.818, 4.033)  0.1897
O (-0.257, 5.467, -0.060)  -1.0189
H (-3.019, 3.832, -2.470)  0.2175
C (-1.144, -4.999, 1.137)  0.0180
O (2.792, -1.154, -3.479)  -0.9256
F (6.290, -1.414, 0.024)  -0.3223
C (-1.826, -5.773, 2.111)  -0.2340
O (-2.771, 1.406, -0.921)  -1.1601
C (-2.606, 4.075, -0.358)  -0.6474
C (-2.226, -5.222, 3.293)  -0.2380
P (-3.432, 2.408, -0.050)  2.3807
C (-0.184, -2.779, 0.407)  -0.3469